Molecular formula: C18H42BeClN3O6
Method: DFT, ωB97M-V/def2-TZVPD

```
71
Properties=species:S:1:pos:R:3:mulliken_charge:R:1
Be 1.42 0.21 -1.52 0.64
N 4.00 -7.55 -0.21 -0.46
H 3.54 -6.66 -0.16 0.30
H 4.22 -8.05 0.64 0.38
H 4.92 -7.31 -0.55 0.39
H 3.51 -8.25 -0.76 0.38
Cl 0.65 -3.82 -0.04 1.58
O 0.38 -3.17 1.21 -0.53
O -0.15 -3.07 -0.99 -0.60
O 2.08 -3.66 -0.40 -0.66
O 0.33 -5.18 -0.17 -0.60
C -1.94 -0.16 -7.41 -1.34
C -0.42 -0.07 -7.08 1.27
C 0.56 -0.08 -8.39 -1.09
C 0.50 1.21 -9.15 -0.78
C 0.78 2.46 -8.31 -0.85
C -0.01 2.47 -6.98 1.26
N -0.10 1.09 -6.29 0.28
O -0.57 1.19 -5.10 -0.31
C 0.93 3.41 -6.12 -1.79
C -1.41 3.09 -7.24 -1.64
C -0.14 -1.44 -6.32 -1.83
H -2.43 0.64 -6.86 0.30
H -2.44 -1.13 -7.29 0.42
H -2.08 0.17 -8.43 0.33
H 1.58 -0.18 -8.00 0.41
H 0.28 -0.87 -9.09 0.43
H -0.52 1.12 -9.51 0.30
H 1.14 1.33 -10.03 0.39
H 0.57 3.16 -9.11 0.36
H 1.85 2.40 -8.16 0.38
H 1.36 4.28 -6.61 0.37
H 0.45 3.95 -5.30 0.37
H 1.75 2.79 -5.76 0.46
H -1.91 2.52 -8.03 0.41
H -2.03 3.48 -6.44 0.43
H -1.32 3.95 -7.92 0.43
H -0.95 -1.56 -5.61 0.47
H 0.80 -1.45 -5.75 0.40
H -0.05 -2.33 -6.94 0.40
H -1.38 1.69 -5.20 0.46
C -2.07 1.98 6.94 -1.58
C -0.70 1.90 7.57 1.22
C -0.87 1.59 9.12 -0.93
C -1.04 0.11 9.39 -0.69
C -0.07 -0.80 8.56 -1.24
C -0.13 -0.48 7.01 1.45
N 0.23 1.00 6.88 0.12
O 0.59 1.47 5.54 -0.37
C 1.06 -1.30 6.38 -1.94
C -1.42 -1.02 6.25 -1.51
C -0.12 3.32 7.36 -1.77
H -2.15 2.03 5.86 0.34
H -2.68 2.85 7.20 0.44
H -2.73 1.15 7.19 0.37
H -0.14 2.16 9.70 0.41
H -1.81 1.99 9.51 0.34
H -1.98 -0.26 8.96 0.30
H -1.10 -0.13 10.45 0.45
H -0.22 -1.87 8.70 0.48
H 0.95 -0.75 8.92 0.45
H 1.18 -2.37 6.53 0.40
H 1.01 -1.34 5.30 0.41
H 1.98 -0.82 6.71 0.46
H -1.51 -2.10 6.17 0.44
H -2.41 -0.71 6.58 0.31
H -1.51 -0.85 5.18 0.45
H -0.69 3.96 8.03 0.47
H 0.03 3.69 6.35 0.32
H 0.84 3.32 7.88 0.48
H -0.29 1.63 5.18 0.41
```

Properties
HOMO	-12.2	eV
ΔE to the lowest compared entry with this formula, charge and spin	7.258	eV
electronic energy	-48989.9452	eV
Kohn-Sham gap	1.386	eV
2S+1	1
charge	+2